The following is a DFT calculation (ωB97M-V/def2-TZVPD) of 8 unconnected molecules or ions with the total composition C71H83N2O16 in a non-equilibrium geometry.

Last column: Löwdin charge in e.
Positions of all 172 atoms, in Å:
C 4.477 -2.765 0.507  -0.15
C 5.743 -1.921 -0.104  -0.24
C 5.208 -0.647 -1.005  -0.20
C 5.016 -1.021 -2.616  -0.20
C 5.629 0.157 -3.586  -0.20
C 4.549 1.309 -4.025  -0.21
C 4.808 2.779 -3.272  -0.19
C 3.694 2.828 -2.040  -0.21
C 4.065 3.900 -0.853  -0.19
C 3.918 3.180 0.626  -0.19
C 2.515 3.613 1.419  -0.19
C 1.537 2.343 1.762  -0.23
C 0.234 2.697 2.691  -0.19
C -1.126 1.811 2.293  -0.20
C -1.915 2.415 0.970  -0.20
C -3.255 1.547 0.544  -0.21
C -4.397 2.411 -0.254  -0.20
C -5.339 1.487 -1.276  -0.13
C -4.386 0.713 -2.410  -0.04
C -3.136 1.637 -3.003  0.11
C -2.124 0.932 -4.085  -0.11
O -0.990 1.740 -4.574  -0.13
C -0.011 1.929 -3.453  -0.12
C 0.087 0.641 -2.444  -0.18
O 1.338 0.622 -1.616  -0.23
C 1.324 -0.761 -1.050  -0.23
C 1.682 -0.828 0.548  -0.10
C -2.406 -0.633 -4.523  0.10
C -3.695 -1.457 -3.859  -0.03
C -3.967 -3.059 -4.253  -0.16
N -4.622 -3.837 -3.113  -0.16
C -3.789 -3.810 -1.851  -0.16
N -4.599 -0.728 -2.849  0.09
H 3.614 -2.805 -0.297  0.07
H 4.040 -2.107 1.401  0.07
H 4.750 -3.804 0.973  0.08
H 6.407 -2.677 -0.714  0.11
H 6.328 -1.465 0.831  0.11
H 4.169 -0.210 -0.645  0.08
H 6.060 0.169 -0.974  0.11
H 5.632 -2.028 -2.791  0.11
H 3.905 -1.278 -2.888  0.09
H 6.577 0.632 -3.042  0.12
H 5.982 -0.381 -4.579  0.09
H 3.467 0.939 -3.694  0.09
H 4.526 1.400 -5.197  0.10
H 4.646 3.621 -4.079  0.11
H 5.901 2.834 -2.796  0.12
H 2.629 3.086 -2.514  0.11
H 3.710 1.738 -1.561  0.08
H 3.242 4.752 -0.897  0.10
H 5.164 4.341 -0.997  0.12
H 4.850 3.563 1.265  0.10
H 4.014 2.008 0.600  0.09
H 1.888 4.410 0.822  0.11
H 2.883 4.044 2.467  0.10
H 1.130 1.929 0.722  0.09
H 2.143 1.472 2.309  0.12
H 0.032 3.848 2.743  0.09
H 0.503 2.338 3.798  0.12
H -0.852 0.658 2.188  0.10
H -1.880 1.859 3.216  0.12
H -2.190 3.539 1.254  0.10
H -1.114 2.391 0.087  0.11
H -3.751 1.193 1.570  0.13
H -2.898 0.595 -0.043  0.10
H -3.876 3.307 -0.802  0.10
H -5.111 2.871 0.555  0.11
H -5.963 0.738 -0.625  0.13
H -6.022 2.224 -1.912  0.13
H -2.935 2.752 -2.699  0.13
H -0.158 2.939 -2.880  0.14
H 1.049 2.009 -3.995  0.15
H -0.794 0.561 -1.661  0.13
H 0.177 -0.326 -3.135  0.14
H 0.274 -1.297 -1.186  0.12
H 2.097 -1.378 -1.675  0.11
H 2.609 -0.188 0.876  0.07
H 0.750 -0.392 1.145  0.07
H 1.755 -1.968 0.884  0.08
H -1.657 -1.104 -5.296  0.12
H -2.897 -3.554 -4.441  0.14
H -4.555 -3.185 -5.261  0.14
H -4.616 -4.833 -3.435  0.12
H -3.673 -2.722 -1.373  0.09
H -4.343 -4.445 -1.005  0.08
H -2.721 -4.311 -1.964  0.11
H -5.376 -1.313 -2.443  0.15
C -4.576 7.350 2.023  0.03
C -3.848 6.233 2.123  0.02
C -2.440 6.273 2.565  -0.36
O -1.773 5.251 2.654  0.07
C -1.868 7.593 2.894  0.03
C -2.595 8.710 2.794  0.03
C -4.003 8.671 2.352  -0.38
O -4.670 9.692 2.263  0.11
H -5.609 7.339 1.700  0.12
H -4.254 5.257 1.886  0.11
H -0.834 7.605 3.217  0.13
H -2.190 9.686 3.031  0.13
C -8.532 -5.606 -0.664  0.03
C -7.210 -5.557 -0.850  0.02
C -6.301 -6.478 -0.140  -0.38
O -5.091 -6.432 -0.307  0.07
C -6.911 -7.458 0.781  0.03
C -8.234 -7.508 0.966  0.03
C -9.142 -6.586 0.256  -0.38
O -10.353 -6.633 0.424  0.11
H -9.213 -4.937 -1.177  0.12
H -6.747 -4.844 -1.522  0.10
H -6.231 -8.128 1.294  0.13
H -8.697 -8.221 1.639  0.13
C -11.246 1.338 0.410  0.03
C -10.138 1.726 1.048  0.02
C -9.063 2.453 0.344  -0.39
O -8.048 2.807 0.928  0.08
C -9.260 2.735 -1.091  0.01
C -10.368 2.346 -1.730  0.03
C -11.443 1.620 -1.026  -0.38
O -12.459 1.266 -1.609  0.12
H -12.044 0.803 0.911  0.13
H -9.979 1.528 2.101  0.12
H -8.463 3.269 -1.593  0.11
H -10.528 2.545 -2.783  0.13
C 7.544 2.491 3.970  0.00
C 6.218 2.575 3.831  0.01
C 5.417 3.495 4.663  -0.37
O 4.202 3.571 4.537  0.09
C 6.138 4.318 5.653  0.03
C 7.465 4.234 5.793  0.03
C 8.266 3.315 4.961  -0.39
O 9.480 3.239 5.086  0.10
H 8.147 1.822 3.369  0.13
H 5.674 1.978 3.108  0.10
H 5.536 4.988 6.255  0.12
H 8.008 4.831 6.515  0.12
C 8.184 -1.732 5.703  0.03
C 7.318 -0.833 5.226  0.02
C 6.212 -1.232 4.334  -0.37
O 5.420 -0.409 3.895  0.08
C 6.099 -2.664 3.991  0.02
C 6.964 -3.563 4.468  0.03
C 8.070 -3.164 5.360  -0.38
O 8.862 -3.987 5.799  0.11
H 9.001 -1.456 6.358  0.13
H 7.387 0.221 5.469  0.11
H 5.281 -2.940 3.336  0.10
H 6.895 -4.617 4.225  0.13
C -1.289 -5.168 4.370  0.03
C 0.001 -5.121 4.023  0.03
C 0.426 -4.548 2.730  -0.38
O 1.606 -4.507 2.411  0.09
C -0.629 -4.028 1.837  0.02
C -1.919 -4.075 2.185  0.02
C -2.344 -4.648 3.477  -0.38
O -3.524 -4.689 3.797  0.10
H -1.618 -5.585 5.314  0.13
H 0.786 -5.497 4.667  0.13
H -0.300 -3.611 0.893  0.11
H -2.704 -3.699 1.540  0.11
C 2.410 -2.577 -6.369  0.02
C 3.619 -2.012 -6.300  0.03
C 4.839 -2.828 -6.151  -0.38
O 5.946 -2.311 -6.086  0.10
C 4.673 -4.294 -6.083  0.03
C 3.464 -4.859 -6.152  0.02
C 2.243 -4.043 -6.301  -0.39
O 1.136 -4.560 -6.367  0.09
H 1.504 -1.993 -6.478  0.11
H 3.758 -0.938 -6.349  0.12
H 5.578 -4.878 -5.974  0.13
H 3.325 -5.933 -6.103  0.12

Its HOMO-LUMO gap is 7.11 eV. For the HOMO energy, the calculation gives -11.397 eV. As for the net charge: +1.